The following is a quantum chemistry calculation of a 2-piece molecular cluster, C5H15N2 overall, from the Open Molecules 2025 dataset.

The total charge is 0. As for the spin multiplicity: 2. The calculation puts the LUMO energy (spin up / spin down) at 1.2 / 0.4 eV.

Each line ends with the Löwdin spin population.
Positions of all 22 atoms, in Å:
C 0.994 -1.040 -1.245  0.095
H -0.751 0.367 1.394  0.009
N -1.373 2.258 3.209  0.001
C 0.451 -0.846 0.132  0.630
H -2.000 -1.465 -2.953  0.000
H -1.357 3.231 3.476  0.000
C -0.033 -0.752 -2.337  0.028
H -2.138 1.806 3.695  0.000
H -0.548 0.201 -2.157  0.000
H -0.260 1.114 -0.140  0.004
C 0.055 0.475 0.677  0.067
N 1.213 1.161 1.344  0.071
C -1.120 -1.827 -2.432  0.013
H 1.958 0.470 1.415  0.003
H 1.569 1.844 0.684  0.004
H 1.867 -0.409 -1.492  0.028
H 0.448 -0.641 -3.306  0.001
H -1.453 -2.030 -1.416  0.009
H -0.759 -2.758 -2.860  0.001
H -0.505 1.788 3.432  0.001
H 0.600 -1.661 0.835  0.035
H 1.349 -2.068 -1.317  0.000

The following is a quantum chemistry calculation of a 4-piece molecular cluster, C17H20BrF5N5O7P overall, from the Open Molecules 2025 dataset.

The total charge is 0. As for the SMILES: C#C[C@]1([PH2]=N)C(=O)N[C@@H](C(F)(F)c2cccc(C(F)(F)F)c2)[C@H]1Br.C[N+](=O)[O-].C[N+](=O)[O-].C[N+](=O)[O-]. As for the spin multiplicity: 1. The calculation puts the LUMO energy at 0.0 eV.

Each line ends with the Mulliken charge.
Positions of all 56 atoms, in Å:
H -3.768 3.721 -1.699  0.417
C -4.196 0.733 -0.216  -0.156
H 0.349 3.463 -0.746  0.345
F -5.236 -0.967 1.019  -0.272
C 2.386 1.375 0.608  1.990
N 2.396 -4.163 2.247  0.816
H 2.137 3.047 1.879  0.638
H -7.270 -3.559 -1.491  0.286
N 2.865 -1.082 -0.778  -0.896
F -4.661 -1.433 -0.988  -0.250
C 1.619 2.101 1.741  -1.258
Br 1.691 1.276 3.469  -0.057
C 1.931 2.315 -0.514  -0.341
N 0.572 2.580 -0.304  -0.161
N -6.567 -4.991 -2.836  0.885
H 0.064 3.536 1.493  0.521
C -4.449 1.808 -1.048  -0.764
C -5.112 -0.444 -0.197  1.029
H 0.842 -5.199 3.203  0.307
H 0.334 -4.013 1.956  0.231
H -5.531 -3.426 -1.903  0.316
C 1.045 -4.789 2.222  -0.678
N 8.068 2.625 -0.685  0.873
O 8.399 3.788 -0.741  -0.525
C -2.439 2.858 -0.257  -0.624
H -6.783 -2.930 -3.086  0.287
C 7.507 1.990 -1.909  -0.634
O -5.551 -5.652 -2.783  -0.524
H 0.637 -0.086 -0.579  -0.006
H 6.033 1.241 1.300  0.731
F -6.340 -0.150 -0.629  -0.287
H -2.885 -0.134 1.234  0.549
H 8.145 1.148 -2.155  0.283
C -0.980 1.681 1.470  1.171
C 0.248 2.524 1.134  -0.083
H 6.506 1.647 -1.663  0.225
F -1.373 2.026 2.733  -0.326
O 2.776 -3.653 1.212  -0.493
H 3.224 -1.936 -0.375  0.336
H 7.495 2.731 -2.699  0.290
F -0.599 0.363 1.539  -0.199
O 3.022 -4.201 3.280  -0.514
C 3.810 1.327 0.861  -2.302
H 1.062 -5.561 1.458  0.301
C -3.568 2.876 -1.058  -0.892
O 8.146 1.922 0.303  -0.531
C -3.071 0.710 0.586  -0.480
H -5.329 1.806 -1.672  0.476
P 1.819 -0.363 0.118  0.607
C 4.980 1.296 1.140  0.522
H 1.469 -1.012 1.311  0.002
H -1.774 3.708 -0.271  0.422
O 2.575 2.793 -1.401  -0.596
O -7.621 -5.363 -3.304  -0.546
C -2.176 1.767 0.557  0.244
C -6.526 -3.610 -2.280  -0.705

The following is a quantum chemistry calculation of C12H27N9OSV as an isolated structure, from the Open Molecules 2025 dataset.

The total charge is +2. As for the spin multiplicity: 4. The calculation puts the LUMO energy (spin up / spin down) at -5.8 / -5.9 eV.

Each line ends with the Löwdin spin population.
Positions of all 51 atoms, in Å:
N 7.164 9.107 11.725  0.009
H 9.287 12.566 6.039  0.001
C 6.712 12.852 9.339  0.006
H 5.649 12.959 6.925  0.001
H 9.492 11.568 8.063  0.004
H 7.998 8.133 8.215  0.012
C 5.283 12.054 7.449  0.013
N 6.694 10.326 6.324  0.029
H 9.242 9.709 10.328  0.004
N 8.534 11.829 7.873  0.014
H 4.847 11.215 5.467  0.003
C 7.292 8.986 10.409  0.021
H 6.681 9.345 5.873  0.008
H 6.299 8.735 12.155  0.000
V 7.239 10.198 8.182  2.655
H 9.637 8.779 8.247  0.008
H 7.715 13.086 6.376  0.000
H 5.747 4.703 6.635  0.000
N 11.203 7.182 5.768  0.000
H 10.926 4.571 6.013  0.000
S 6.079 8.347 9.320  0.051
H 5.717 5.582 5.100  0.000
H 6.373 3.835 5.208  0.000
H 6.177 13.790 9.217  0.000
C 8.197 12.922 8.868  0.007
C 7.693 6.717 5.822  0.001
H 7.890 9.500 12.345  0.001
N 8.655 8.921 8.502  0.040
O 6.609 7.361 5.659  0.002
H 8.858 12.813 9.736  0.000
N 8.448 9.375 9.784  0.013
H 4.222 12.201 7.593  0.001
C 8.733 4.589 6.088  0.000
C 8.381 12.196 6.494  0.008
H 12.026 6.590 5.964  0.000
C 9.995 6.614 5.841  0.000
N 6.019 11.751 8.678  0.032
C 9.979 5.162 5.912  0.000
N 8.920 7.343 5.759  0.001
N 7.619 5.344 5.894  0.000
H 8.547 3.516 6.191  0.000
H 6.733 12.691 10.418  0.000
H 5.418 11.210 9.351  0.009
H 4.719 10.092 6.746  0.004
H 11.372 8.164 6.006  0.000
C 7.791 11.085 5.671  0.016
C 6.280 4.818 5.666  0.000
C 5.330 10.916 6.415  0.023
H 7.303 11.521 4.721  0.002
H 8.603 10.369 5.381  0.001
H 8.395 13.906 8.383  0.000

The following is a quantum chemistry calculation of C55H53BrCsN5O4P2 as an isolated structure, from the Open Molecules 2025 dataset.

The total charge is -2. As for the spin multiplicity: 1. The calculation puts the LUMO energy at 3.6 eV.

Each line ends with the Mulliken charge.
Positions of all 121 atoms, in Å:
C 0.356 6.704 2.688  -0.608
C -3.193 -0.321 -3.960  -0.492
H -4.887 -0.466 0.043  0.152
P -1.489 2.490 2.182  0.418
C -4.053 1.716 2.825  -0.399
C -2.152 -4.373 -3.553  0.984
H -0.168 -4.065 -4.399  0.395
C 3.388 -4.283 0.206  -0.730
H 6.974 1.463 -3.604  0.299
H 3.352 3.281 1.094  0.367
H 1.299 1.040 -4.908  0.268
H -3.012 -2.985 -0.581  0.198
H -3.981 -4.379 -2.443  0.484
C 2.974 -2.176 1.252  -0.213
H -2.685 3.509 -4.969  0.347
H 2.231 -1.303 4.956  0.253
C -2.728 -5.232 -4.627  0.250
H -5.200 -1.042 -4.082  0.383
H -2.789 -1.148 -4.529  0.467
C -0.809 4.187 2.322  1.214
C -6.075 2.997 2.616  -0.490
H 0.799 7.683 2.823  0.366
H -1.581 4.295 -0.238  0.362
C -5.331 4.089 2.190  -0.558
C 2.949 -1.607 -2.391  0.108
C -3.677 6.685 -3.031  -0.668
H 1.571 6.209 0.992  0.448
C -2.074 3.357 -0.507  -0.357
H 0.508 -0.997 4.720  0.196
H -3.144 3.461 -0.323  0.211
C 2.849 -2.308 -1.036  0.363
N 2.367 -0.184 2.357  -0.338
C 2.273 0.852 3.259  -1.050
C -3.953 3.993 2.073  -0.228
H -2.819 5.733 -1.316  0.302
C 3.719 0.564 -3.103  -0.694
H 2.684 4.236 3.152  0.395
H -1.280 0.606 -3.660  0.281
C -0.846 -3.888 -3.574  -1.054
H -0.948 6.883 4.385  0.388
H -3.946 7.580 -2.483  0.376
H -4.462 7.404 -4.895  0.344
H -0.448 2.010 0.055  0.722
C -1.199 5.007 3.382  -1.023
H -3.554 0.784 3.073  0.480
C 3.336 -3.518 1.356  -0.709
C 3.154 -3.668 -1.014  -0.583
H 4.024 1.641 1.243  0.509
C -4.236 1.812 -2.529  -0.096
P -1.718 3.106 -2.308  0.594
C 3.008 -1.317 2.506  0.828
H -3.676 -0.753 0.952  0.064
C 1.619 1.595 -4.019  -1.103
C -2.682 4.482 -3.057  0.156
H 5.886 3.225 -4.968  0.358
C 1.776 0.747 4.575  1.750
C 5.891 1.489 -3.692  -0.771
O -3.926 -5.368 -4.803  -0.659
C 2.582 2.138 2.750  1.267
N 2.994 -0.301 -2.359  -0.126
H 1.275 -0.519 6.237  0.402
O -4.024 -0.118 0.286  -0.201
H -7.153 3.075 2.701  0.367
H -3.817 5.361 -6.138  0.376
C -3.965 6.589 -4.382  -0.426
C -5.075 0.811 -2.988  -0.784
H -2.071 1.303 0.193  0.342
C -3.298 2.800 2.382  0.097
C 0.212 4.627 1.482  -0.474
H 3.582 -3.913 2.332  0.586
C -1.488 2.220 0.338  -1.507
N -1.170 -2.814 -1.462  0.163
C -0.628 6.256 3.560  -0.605
H -1.958 4.657 4.072  0.497
C -3.037 5.642 -2.373  -0.290
H 6.863 -0.377 -2.113  0.403
C -3.605 5.441 -5.079  -0.551
H 2.415 1.840 0.619  0.240
H 3.653 -5.333 0.252  0.398
O 3.060 -2.347 -3.397  -0.882
H -6.139 0.859 -2.783  0.406
H 0.579 3.982 0.691  0.366
C -2.958 -4.031 -2.471  -0.627
H 3.245 -4.191 -1.956  0.488
C -2.347 0.667 -3.477  -0.105
H 1.169 1.117 -3.149  0.128
C 0.781 5.880 1.657  -0.888
H -3.385 4.853 1.740  0.324
H 1.795 4.039 5.451  0.385
C -2.967 4.403 -4.423  -0.491
H 3.417 3.278 -5.137  0.393
H -5.827 5.022 1.944  0.394
N -1.823 -5.882 -5.414  -0.327
N 2.712 -1.593 0.084  0.151
Br -2.768 -2.207 2.391  -0.992
C 5.286 2.483 -4.454  -0.683
H -2.177 -6.514 -6.108  0.231
H 1.243 2.614 -4.100  0.329
C 2.420 3.260 3.546  -0.709
H -0.840 -5.862 -5.218  0.176
H 1.222 1.807 6.346  0.298
H 5.560 -1.514 -2.523  0.207
C -2.865 1.747 -2.771  0.268
C 1.426 -0.595 5.158  -1.257
C 5.141 0.537 -3.025  1.448
Cs 0.117 -1.124 1.323  1.308
C -2.426 -3.255 -1.454  -0.370
H -4.647 2.653 -1.983  0.298
H 0.610 -2.736 -2.497  0.794
C 1.924 3.154 4.839  -0.886
C 5.780 -0.507 -2.155  -1.148
C 3.114 1.575 -3.884  0.931
C 3.901 2.510 -4.539  -0.664
C -5.432 1.811 2.935  -0.735
O 3.676 -1.746 3.475  -0.872
H -6.003 0.953 3.268  0.428
C 3.121 2.245 1.348  -1.707
C -0.404 -3.121 -2.506  -0.643
C -4.554 -0.255 -3.711  -0.490
H 5.369 -0.441 -1.143  0.094
C 1.607 1.900 5.335  -0.800

The following is a quantum chemistry calculation of an isolated ion of composition C7H12N3O and charge +1, from the Open Molecules 2025 dataset.

The total charge is +1. As for the SMILES: CC=C=[N+](C)NC(=O)/C=C/N. As for the spin multiplicity: 1. The calculation puts the LUMO energy at -3.7 eV.

Each line ends with the Mulliken charge.
Positions of all 23 atoms, in Å:
C -1.889 -2.397 0.056  -1.067
N 0.344 -1.737 0.049  -0.361
C 3.103 0.670 0.102  -0.093
N -0.920 -1.279 0.109  0.339
H -2.183 1.296 1.500  0.415
H 0.294 -2.648 -0.390  0.248
H 0.939 0.948 0.135  -0.070
N 3.371 1.968 0.141  -0.358
C 1.656 -1.183 -0.043  0.765
H 2.740 2.687 -0.111  0.188
H 4.179 2.389 0.471  0.204
H -1.952 -2.857 -0.918  0.355
H 3.886 0.028 0.062  0.521
H -1.930 2.890 -0.440  0.262
C 1.836 0.220 0.027  -0.418
O 2.448 -2.059 -0.255  -0.590
H -2.685 -1.960 0.542  0.354
C -1.398 -0.135 0.259  0.227
H -1.579 -3.134 0.647  0.469
C -1.945 0.989 0.524  -0.076
C -2.517 1.879 -0.509  -0.992
H -2.292 1.297 -1.514  0.286
H -3.505 2.129 -0.443  0.394

The following is a quantum chemistry calculation of a 13-piece molecular cluster, C4H36N3O12 overall, from the Open Molecules 2025 dataset.

The total charge is +1. As for the spin multiplicity: 1. The calculation puts the LUMO energy at -2.6 eV.

Each line ends with the Mulliken charge.
Positions of all 55 atoms, in Å:
H 1.430 -3.985 -2.370  0.370
H -2.746 2.463 -1.156  0.419
H 0.804 -2.937 -0.009  0.295
H 3.117 2.065 0.469  0.278
H -0.357 -1.708 -1.619  0.565
N 0.824 2.136 -1.634  -0.350
H 0.414 2.929 -2.096  0.340
C 0.711 -1.517 -1.612  -0.866
O 2.236 2.140 0.860  -0.521
H -2.705 2.068 0.887  0.266
H -2.893 0.449 -2.258  0.464
H 2.345 2.882 1.462  0.218
H -2.376 -0.968 -3.805  0.311
H -4.336 0.387 -2.733  0.302
H -1.199 -1.092 3.008  0.269
H 2.068 1.171 3.911  0.303
O -2.069 2.059 -1.738  -0.659
O 2.643 0.511 3.527  -0.597
H -1.418 -2.683 0.882  0.350
H 5.103 -0.607 0.199  0.301
H 0.023 -2.754 3.338  0.293
H 1.232 -2.291 4.098  0.279
H -3.689 3.128 1.347  0.326
H 3.941 -0.933 1.120  0.302
H -1.388 -2.256 -3.968  0.247
H -0.526 -0.058 -3.547  0.236
O -0.798 1.092 0.925  -0.364
H -0.086 1.602 -3.724  0.288
H -1.021 0.160 0.826  0.426
H -1.590 2.976 3.422  0.292
H -0.035 1.238 1.491  0.169
O -1.609 -1.044 3.882  -0.618
C 1.474 -2.552 -0.767  0.042
H 2.392 0.192 2.662  0.270
O -3.606 -0.184 -2.463  -0.686
N 0.924 -0.127 -1.237  0.465
O -1.370 -1.726 0.765  -0.673
H 3.029 -3.184 -2.237  0.373
O -1.325 2.054 3.468  -0.646
H -1.324 -0.175 4.188  0.323
C 2.154 -3.536 -1.694  -1.538
H -1.644 -1.508 -0.130  0.111
O -3.135 2.891 0.597  -0.727
H 2.582 -4.353 -1.118  0.436
C 0.536 0.875 -2.005  0.227
O 4.143 -0.689 0.212  -0.640
H 1.181 2.297 -0.693  0.183
H 2.187 -1.920 -0.228  -0.212
H 1.671 0.059 -0.580  -0.012
H 0.921 -1.630 -2.682  0.499
O 0.891 -2.360 3.199  -0.544
H -1.311 2.121 -1.147  0.342
H -1.616 1.590 2.676  0.361
O -1.590 -1.436 -3.515  -0.648
N 0.069 0.731 -3.249  -0.238

The calculation returns the following ΔE to the lowest compared entry with this formula, charge and spin values, one per record and in order: 4.0 0.0 227.8 16.5 447.1 119.4 kJ/mol.
The calculation returns the following energy values, one per record and in order: -8406.6764 -132644.8030 -64849.6504 -162709.9138 -13960.6380 -33768.4346 eV.